Record 1
A molecular structure, C23H33NO14SSi2, computed with ωB97M-V with the def2-TZVPD basis set.

The geometry in XYZ format:
```
74
Properties=species:S:1:pos:R:3:forces:R:3
C -0.20003 -0.51556 -2.43586 0.084 0.173 -0.424
C -1.23059 0.17661 -1.36318 -0.654 0.399 -0.338
C -1.38924 -0.62130 0.06022 4.148 -4.949 1.394
O -0.61346 -1.70969 0.25314 -5.132 6.793 -1.052
O -2.30933 -0.24320 1.16186 2.266 0.624 -2.041
C -1.70174 0.80489 2.01738 1.193 0.631 0.637
C -0.92307 0.16566 3.34497 0.051 -0.444 -0.751
Si 0.94730 0.72092 3.14681 -1.325 -0.975 3.375
C 1.07787 2.56811 3.67782 0.120 1.486 0.090
C 1.63530 3.58739 2.52073 -0.180 1.469 0.793
C 0.41099 4.37281 1.69634 1.134 -1.606 0.648
S 0.96057 6.18360 1.48681 -3.954 4.979 -0.561
O 0.30115 6.76394 0.18708 3.213 -2.741 4.678
O 0.50403 6.94134 2.78384 2.449 -3.291 -4.343
O 2.67524 6.31505 1.31671 -2.184 -0.550 1.535
O 1.85087 -0.22103 4.33302 1.401 1.154 -3.015
Si 3.50161 -0.51303 3.79351 -0.948 0.203 1.630
C 4.49330 1.12167 3.55023 1.281 2.006 -0.550
C 5.59176 1.09072 2.33010 2.988 -1.815 -0.822
C 5.61350 2.29892 1.17396 -0.301 -0.235 0.777
N 6.54642 0.10234 2.24487 -3.911 4.052 0.089
H 0.29261 0.35847 -3.06571 -1.044 -1.766 1.313
H 0.66779 -1.13337 -1.94961 -1.903 1.223 -0.763
H -0.80534 -1.17359 -3.20245 1.333 1.219 1.812
H -0.88651 1.30825 -1.23982 -0.904 -2.431 0.281
H -2.30061 0.20810 -1.86947 2.109 0.007 1.198
H -2.46114 1.60723 2.40562 0.986 -1.841 -1.144
H -0.92909 1.38084 1.31710 -1.478 -0.969 1.512
H -1.37420 0.53172 4.36425 0.709 -0.743 -2.078
H -0.92478 -1.02191 3.30262 -0.283 2.552 0.010
H 1.30018 0.45075 1.75814 0.469 0.044 -0.363
H 1.79141 2.70047 4.61933 -1.668 -0.476 -1.921
H -0.01389 2.91124 3.99024 2.312 -0.573 -0.487
H 2.39017 3.09515 1.76919 -1.592 0.964 1.416
H 2.20723 4.46167 3.09812 -1.059 -2.038 -1.253
H 0.26961 3.81168 0.67864 0.056 1.665 1.761
H -0.58384 4.43311 2.34395 2.263 0.128 -1.539
H 3.07010 6.39729 2.24174 -0.912 -0.055 -1.435
H 4.18032 -1.24190 4.89560 -0.197 0.172 -0.077
H 3.51395 -1.41957 2.65353 -0.127 0.123 -0.516
H 3.82391 2.08192 3.37371 1.259 -2.009 0.349
H 5.05634 1.32405 4.58282 -1.056 -0.456 -2.296
H 6.14650 3.27963 1.59470 -1.420 -2.127 -0.728
H 6.24311 1.97260 0.23129 -1.463 0.450 1.972
H 4.48816 2.51586 0.88195 2.439 -0.204 0.424
H 7.10721 0.31521 1.39011 -0.470 -0.221 0.802
C -2.11840 -1.65191 -6.76469 -0.036 0.216 0.406
C -1.80877 -1.64066 -8.06266 -0.244 -1.852 -0.611
C -1.38196 -0.38789 -8.74534 0.333 0.686 -0.836
O -1.08550 -0.41246 -9.93467 -0.291 -0.286 0.879
C -1.33791 0.84943 -7.95054 0.046 -0.185 -0.296
C -1.65092 0.83861 -6.65341 0.204 1.775 0.511
C -2.05091 -0.41919 -5.96488 -0.326 -0.732 0.605
O -2.31508 -0.40100 -4.76736 0.133 0.344 -0.796
O -1.61427 1.99833 -5.90114 -0.260 -1.913 -0.301
O -1.87239 -2.79487 -8.82151 0.325 1.981 0.411
H -2.42799 -2.55580 -6.25533 0.025 0.056 -0.025
H -1.04330 1.75614 -8.46319 -0.011 -0.055 0.027
H -1.88054 1.72985 -4.99476 0.106 0.113 -0.392
H -1.60031 -2.52749 -9.72636 -0.100 -0.110 0.355
C -3.66377 -6.45958 2.41857 -0.040 0.163 0.308
C -3.35414 -6.44832 1.12060 -0.242 -1.785 -0.528
C -2.92733 -5.19555 0.43793 0.335 0.751 -0.701
O -2.63087 -5.22012 -0.75141 -0.304 -0.325 0.781
C -2.88328 -3.95823 1.23273 -0.033 -0.164 -0.363
C -3.19629 -3.96905 2.52986 0.210 1.696 0.457
C -3.59628 -5.22685 3.21839 -0.284 -0.604 0.768
O -3.86045 -5.20866 4.41590 0.216 0.269 -0.809
O -3.15964 -2.80933 3.28212 -0.274 -1.855 -0.250
O -3.41776 -7.60254 0.36175 0.316 1.875 0.345
H -3.97336 -7.36347 2.92794 0.027 0.060 -0.027
H -2.58867 -3.05152 0.72007 0.054 -0.107 0.092
H -3.42591 -3.07782 4.18850 0.114 0.077 -0.384
H -3.14568 -7.33515 -0.54310 -0.094 -0.087 0.375
```
Positions in Å, forces in eV/Å.

Output
HOMO-LUMO gap = 7.74 eV
highest occupied orbital energy = -0.3548 Ha
total energy = -81124.15192 eV
relative energy (zero: lowest compared OMol25 entry of this formula, charge and spin) = 8.976 eV

Löwdin population analysis, charges in e, atoms 1 to 4:
1. C -0.12
2. C -0.14
3. C -0.24
4. O -0.02



Record 2
3 unconnected molecules or ions with the total composition C23H34BBrN2O9, computed with ωB97M-V with the def2-TZVPD basis set.

The geometry in XYZ format:
```
70
Properties=species:S:1:pos:R:3:forces:R:3
C 5.17412 1.13547 -3.04859 -0.776 0.277 0.213
C 4.11959 1.49490 -3.50586 0.628 -0.016 0.049
C 2.86893 2.03032 -4.04743 0.250 -0.251 0.486
C 2.16959 2.98864 -3.04446 0.048 0.149 -0.441
C 0.74846 2.59770 -2.60384 0.051 0.583 0.182
C 0.64764 2.01257 -1.18652 0.079 -0.970 0.110
B 1.20643 3.03431 -0.08479 0.335 -0.075 -0.313
N 2.09095 2.65086 0.95532 -0.016 1.121 0.009
O 0.73545 4.34778 -0.16326 0.037 -0.136 0.427
C 1.33509 0.60620 -1.26514 0.561 -0.149 -1.474
O 2.60089 0.53456 -0.68841 -0.515 -0.022 0.987
C 3.15800 -0.76757 -0.50421 0.540 -0.205 -0.341
C 3.34968 -1.55996 -1.79243 0.043 -0.347 0.229
N 0.33975 -0.41193 -0.89889 -0.317 0.473 -0.494
C -0.91923 0.12666 -1.07839 0.367 -0.143 0.208
O -1.92346 -0.50648 -1.31317 -0.032 0.031 0.025
C -0.83932 1.63453 -0.84728 -0.587 0.268 0.190
C -1.32791 1.78020 0.62944 -0.125 0.289 -0.050
C -0.72919 0.85736 1.64993 0.238 -0.170 0.165
O 0.04771 1.18424 2.50172 -0.043 0.084 0.243
C -1.94273 2.27450 -1.72460 -0.366 -0.347 0.189
C -2.23839 3.73145 -1.49648 0.079 -0.027 0.045
O -1.75168 4.64716 -2.04884 0.185 0.381 -0.252
Br -3.66651 4.09562 -0.19667 -0.122 -0.042 0.073
H 5.97161 0.84089 -2.41203 0.265 -0.098 -0.250
H 3.11426 2.55484 -4.96937 -0.197 -0.061 -0.131
H 2.21404 1.18719 -4.27173 -0.058 0.068 -0.261
H 2.08582 3.95151 -3.54924 0.072 0.077 0.035
H 2.84090 3.14729 -2.20026 -0.093 -0.052 0.146
H 0.14661 3.50117 -2.63587 -0.107 0.056 -0.050
H 0.30810 1.92901 -3.34858 0.020 -0.138 0.027
H 2.19606 3.38859 1.64324 0.116 0.001 -0.027
H 3.00290 2.33790 0.65644 -0.238 -0.846 0.141
H 1.01904 4.77121 -0.97806 -0.405 0.083 -0.097
H 1.51439 0.43743 -2.33789 -0.052 -0.061 0.001
H 2.63392 -1.37190 0.23493 -0.447 0.339 -0.079
H 4.14637 -0.58609 -0.08244 -0.005 0.152 0.074
H 4.24212 -1.25036 -2.32977 -0.161 0.106 -0.149
H 2.49057 -1.51589 -2.46187 -0.006 0.070 -0.075
H 3.46613 -2.60947 -1.51854 0.023 -0.054 -0.009
H 0.39667 -1.25427 -1.46190 0.300 -0.342 0.531
H -2.38814 1.51324 0.60236 -0.050 0.037 0.028
H -1.28013 2.80755 0.99114 0.273 0.045 -0.056
H -1.10080 -0.18238 1.62503 -0.032 -0.178 -0.189
H -2.85583 1.72372 -1.50756 0.006 -0.084 -0.019
H -1.75640 2.14427 -2.78707 0.203 0.106 -0.056
O 2.09710 -4.52270 0.41394 -0.032 0.025 -0.039
C 1.49859 -4.06942 1.34708 0.096 -0.148 0.007
C 0.70598 -4.80302 2.41372 -0.219 0.348 -0.051
C -0.12352 -3.67976 3.03666 0.005 -0.145 0.036
C 0.76945 -2.46789 2.82161 -0.055 -0.110 0.119
O 1.45892 -2.73800 1.58572 0.003 0.025 0.080
H 1.40534 -5.24732 3.12389 0.028 -0.042 -0.038
H 0.10641 -5.58625 1.95894 0.109 -0.105 0.007
H -0.38303 -3.83909 4.08027 0.008 0.022 0.012
H -1.05087 -3.54735 2.48004 -0.029 -0.039 0.033
H 1.51013 -2.33382 3.61205 0.041 -0.061 -0.009
H 0.21800 -1.54464 2.71334 0.007 0.212 -0.083
O -3.37339 -2.96331 4.50453 -0.017 -0.051 0.001
C -3.89242 -2.54660 3.51184 0.081 0.182 0.084
C -4.97331 -1.48809 3.38409 -0.152 -0.200 -0.282
C -5.47457 -1.68665 1.95317 0.040 0.009 0.111
C -4.23006 -2.23110 1.25922 -0.088 0.088 -0.021
O -3.53188 -2.97427 2.27781 0.007 -0.030 -0.120
H -4.51066 -0.51000 3.52768 0.001 0.003 0.064
H -5.73874 -1.63957 4.13936 0.077 0.082 0.113
H -5.86223 -0.78561 1.48325 0.058 0.029 -0.005
H -6.26347 -2.43947 1.94223 -0.004 -0.007 -0.024
H -3.57124 -1.43845 0.89716 -0.002 0.000 -0.013
H -4.45260 -2.90216 0.43436 0.073 -0.066 0.023
```
Positions in Å, forces in eV/Å.

Output
HOMO-LUMO gap = 9.90 eV
highest occupied orbital energy = -0.3516 Ha
total energy = -116529.59533 eV
SMILES string = C#CCCC[C@]1(B(N)O)[C@@H](OCC)NC(=O)[C@]1(CC=O)CC(=O)Br.O=C1CCCO1.O=C1CCCO1
relative energy (zero: lowest compared OMol25 entry of this formula, charge and spin) = 0.000 eV

Löwdin population analysis, charges in e, atoms 1 to 4:
1. C 0.10
2. C -0.14
3. C -0.18
4. C -0.15



Record 3
A molecular structure, C23H34Cl5OPdSi2, computed with ωB97M-V with the def2-TZVPD basis set.

The geometry in XYZ format:
```
66
Properties=species:S:1:pos:R:3:forces:R:3
Pd 0.39936 0.16894 0.16730 -0.495 1.118 0.614
C 0.55013 2.93675 0.67580 -0.081 -0.107 0.018
C 1.01786 2.03166 1.67788 -0.233 -0.020 -0.082
C -0.09393 1.23805 2.10924 -0.074 -0.074 -0.010
C -1.24267 1.68039 1.36029 0.020 -0.016 0.198
C -0.83065 2.71220 0.48119 0.099 -0.017 -0.071
C -1.70856 3.50739 -0.42159 0.041 -0.067 -0.005
C -2.66472 1.30787 1.59942 0.085 -0.024 -0.060
C -0.13961 0.42826 3.36944 0.089 0.112 -0.017
C 2.35243 2.11907 2.32011 -0.038 0.046 -0.022
C 1.34132 4.05871 0.10711 0.018 -0.042 0.028
H -1.37055 3.45456 -1.46003 0.002 -0.004 -0.006
H -1.68414 4.56096 -0.13277 -0.032 0.003 -0.028
H -2.74177 3.16932 -0.37887 -0.003 0.003 -0.026
H -3.18614 2.14047 2.07929 -0.008 0.002 0.002
H -2.75708 0.43643 2.24211 -0.046 -0.006 -0.022
H -3.17582 1.09747 0.65877 -0.025 -0.008 0.045
H 0.48299 -0.46203 3.31930 0.048 -0.058 -0.004
H -1.15378 0.11430 3.60478 0.002 -0.005 0.013
H 0.23806 1.02526 4.20306 -0.066 -0.018 0.037
H 2.67552 1.15723 2.69045 0.097 -0.148 0.076
H 2.30572 2.80878 3.17013 -0.015 0.024 -0.030
H 3.10111 2.50029 1.62677 0.030 -0.027 0.027
H 0.89085 4.45559 -0.80078 0.027 0.002 -0.009
H 2.36941 3.76525 -0.10172 -0.016 0.014 -0.055
H 1.38260 4.87006 0.84171 0.002 0.019 -0.032
Cl 1.82579 -5.90982 3.99266 -0.007 0.165 -0.077
C 1.92952 -4.39144 3.24682 0.020 -0.212 0.111
C 1.14113 -4.11662 2.10661 -0.108 0.082 -0.210
Cl 0.07405 -5.30026 1.48888 0.025 0.012 0.039
C 1.24704 -2.89352 1.50309 -0.269 -0.116 -0.091
Cl 0.30883 -2.48983 0.13650 -0.144 -0.590 0.100
C 2.14202 -1.85719 1.96602 0.122 0.304 -0.348
O 2.23421 -0.76848 1.36253 0.201 -0.490 0.481
C 2.91132 -2.17758 3.14863 0.349 -0.140 0.317
Cl 3.98781 -1.01010 3.76568 -0.154 0.042 -0.202
C 2.80289 -3.40975 3.75898 0.158 0.184 0.124
Cl 3.73770 -3.76364 5.14905 -0.061 -0.007 -0.072
C -3.57814 -0.56850 -2.90509 0.165 -0.110 0.120
Si -2.23433 -1.28393 -1.79223 -0.408 0.118 0.282
C -2.95705 -1.63705 -0.05823 0.061 -0.010 -0.351
C -1.64896 -2.92278 -2.53382 0.127 0.234 0.051
C -0.92007 0.05764 -1.62365 0.766 -0.485 0.081
Si 0.74084 0.07359 -2.55530 0.023 0.560 -1.018
C 0.13673 0.45615 -4.31802 0.262 -0.099 0.237
C 1.89848 1.50124 -2.04722 -0.230 -0.249 -0.154
C 1.87329 -1.43752 -2.62166 -0.366 0.028 0.152
H -4.41463 -1.26508 -2.99634 -0.001 -0.002 0.012
H -3.19600 -0.37847 -3.91041 0.025 -0.007 0.008
H -3.96793 0.37418 -2.51492 0.000 -0.008 0.036
H -3.01033 -2.71225 0.12347 -0.023 0.002 0.001
H -3.96959 -1.23644 0.02807 0.013 0.002 0.016
H -2.34933 -1.19389 0.72978 0.014 -0.048 0.002
H -2.14410 -3.75731 -2.03418 -0.042 0.029 0.010
H -0.57454 -3.08691 -2.44611 -0.033 -0.035 -0.032
H -1.90622 -2.97750 -3.59306 0.047 0.040 -0.015
H -1.38235 1.04531 -1.66788 0.033 0.026 -0.117
H -0.65869 1.20210 -4.31235 0.007 0.017 0.005
H -0.24668 -0.44694 -4.79720 -0.018 0.006 -0.012
H 0.96439 0.84107 -4.91883 -0.020 -0.044 -0.048
H 1.37156 2.45255 -1.97221 0.006 -0.027 0.012
H 2.65976 1.60715 -2.82546 -0.011 -0.045 -0.018
H 2.42618 1.30333 -1.10947 0.020 0.091 0.015
H 1.36343 -2.35521 -2.91708 0.042 0.006 0.010
H 2.38229 -1.61299 -1.67270 0.018 -0.005 -0.009
H 2.64174 -1.23654 -3.37173 -0.036 0.079 -0.028
```
Positions in Å, forces in eV/Å.

Output
HOMO-LUMO gap (spin up / spin down) = 7.76 / 5.68 eV
charge = +1
2S+1 = 5
highest occupied orbital energy (spin up / spin down) = -0.3811 / -0.4278 Ha
total energy = -108290.21916 eV
relative energy (zero: lowest compared OMol25 entry of this formula, charge and spin) = 0.753 eV

Löwdin population analysis, charges in e, atoms 1 to 4:
1. Pd 0.68
2. C -0.19
3. C -0.22
4. C -0.26



Question: What is the relative energy (zero: lowest compared OMol25 entry of this formula, charge and spin) in the second record?
Answer: 0.000 eV